Record 1
# C26H33CoO4

A structure of composition C26H33CoO4 in a non-equilibrium geometry (wB97M-V/def2-TZVPD, the OMol25 dataset).

Summary:
Kohn-Sham gap (spin up / spin down) = 8.563 / 7.180 eV
2S+1 = 5

Last column: Löwdin charge in e.
Atoms and positions in Å:
1 O -0.0495 -0.0082 -6.0403  -0.11
2 C 0.0848 1.2488 -6.7856  -0.18
3 C 0.2636 0.6509 -8.1628  -0.07
4 H 0.9928 1.7668 -6.4841  0.09
5 H -0.7742 1.8965 -6.6194  0.13
6 C 0.2058 -0.6582 -7.3278  -0.58
7 H 1.2571 0.8980 -8.5770  0.12
8 H -0.5934 0.7844 -8.8300  0.11
9 C 1.5407 -1.3450 -7.3315  -0.02
10 H 2.3287 -0.6586 -7.0164  0.09
11 H 1.7601 -1.7110 -8.3387  0.09
12 H 1.5223 -2.1888 -6.6446  0.09
13 C -0.9274 -1.5195 -7.8391  -0.02
14 H -1.8575 -0.9347 -7.8988  0.09
15 H -1.0689 -2.3981 -7.2080  0.08
16 H -0.6499 -1.8431 -8.8544  0.10
17 Co -0.3589 -0.2349 -0.6193  0.76
18 C -2.4083 -0.5859 0.9597  -0.07
19 C -2.5146 0.8224 1.0069  -0.10
20 C -2.4643 1.3395 -0.3125  -0.07
21 H -2.6995 1.4047 1.9084  0.11
22 C -2.3199 0.2442 -1.2296  -0.20
23 C -2.2439 -0.9819 -0.4194  -0.21
24 H -2.3181 -1.9973 -0.8030  0.12
25 H -2.4807 -1.2766 1.8079  0.12
26 H -2.5711 2.3886 -0.5979  0.12
27 H -2.5075 0.2510 -2.2942  0.10
28 C 1.4156 -1.7137 0.6582  -0.08
29 C 0.3005 -2.1464 -0.1313  -0.20
30 C 0.6153 -1.8582 -1.5292  -0.19
31 H -0.5032 -2.7743 0.2284  0.11
32 C 1.9413 -1.2923 -1.5448  -0.10
33 C 2.4157 -1.2126 -0.2104  -0.07
34 H 3.4103 -0.8850 0.1136  0.11
35 H 1.4861 -1.8091 1.7369  0.11
36 H 0.0849 -2.2786 -2.3759  0.11
37 H 2.5414 -1.0682 -2.4205  0.10
38 O 2.1189 1.5829 -4.6698  -0.15
39 C 1.2830 0.8532 -3.7357  -0.23
40 C -0.0816 1.5115 -3.6803  -0.16
41 H 1.7278 0.9552 -2.7245  0.11
42 H 1.2659 -0.2112 -3.9799  0.11
43 C 0.3725 2.9751 -3.6927  -0.15
44 H -0.6718 1.2046 -2.8058  0.07
45 H -0.6368 1.2433 -4.5817  0.09
46 C 1.6567 2.9838 -4.5708  -0.17
47 H 0.6364 3.2486 -2.6449  0.12
48 H -0.3975 3.6317 -4.0909  0.11
49 H 2.4563 3.6688 -4.1808  0.12
50 H 1.3862 3.3867 -5.5813  0.11
51 O 0.3536 0.1521 2.4327  0.00
52 C 0.6746 1.1104 1.7056  -0.53
53 O 0.4905 1.2030 0.4051  -0.12
54 C 1.3810 2.2819 2.3932  -0.12
55 C 1.8089 3.3975 1.6572  -0.03
56 C 2.5589 4.4051 2.2784  -0.09
57 C 2.8904 4.3042 3.6358  -0.10
58 C 2.4324 3.2187 4.3926  -0.09
59 C 1.6704 2.2242 3.7761  -0.03
60 H 1.5261 3.4565 0.6027  0.11
61 H 2.9016 5.2590 1.6959  0.10
62 H 3.5106 5.0543 4.1200  0.10
63 H 2.6638 3.1269 5.4546  0.10
64 H 1.2830 1.3759 4.3437  0.11


Record 2
# C26H33F3HgN11OP2

A structure of composition C26H33F3HgN11OP2 (wB97M-V/def2-TZVPD, the OMol25 dataset).

Summary:
Kohn-Sham gap (spin up / spin down) = 5.188 / 6.544 eV
Charge = -2
2S+1 = 2

Last column: Löwdin charge in e.
Atoms and positions in Å:
1 Hg 2.1227 0.9793 -0.6604  0.79
2 C 4.6974 1.1420 0.0118  -0.32
3 C 5.1007 2.0515 -0.9838  -0.22
4 C 5.2055 1.3518 -2.1979  -0.20
5 C 4.8566 0.0097 -1.9712  -0.22
6 C 4.5411 -0.1397 -0.6095  -0.30
7 H 4.6203 1.3402 1.0713  0.06
8 H 5.2883 3.1063 -0.8360  0.06
9 H 5.4533 1.7866 -3.1569  0.07
10 H 4.8063 -0.7715 -2.7170  0.07
11 H 4.3143 -1.0644 -0.0973  0.07
12 C -3.4507 -1.0147 -0.7675  -0.18
13 P -1.9182 -0.4803 -1.5508  0.51
14 C -2.2704 -0.3622 -3.3250  -0.18
15 C -1.7241 1.2290 -1.0377  -0.20
16 O -0.7781 -1.4026 -1.2896  -0.42
17 H -4.2763 -0.3319 -0.9760  0.04
18 H -3.2843 -1.0264 0.3110  0.04
19 H -3.7010 -2.0202 -1.1080  0.05
20 H -3.1288 0.2806 -3.5270  0.05
21 H -2.4604 -1.3608 -3.7195  0.04
22 H -1.3824 0.0479 -3.8099  0.03
23 H -2.5907 1.8070 -1.3669  0.06
24 H -0.8107 1.6307 -1.4759  -0.01
25 H -1.6739 1.2738 0.0481  -0.02
26 N -7.8815 0.2838 1.2324  0.02
27 C -6.8926 0.8597 1.0192  -0.49
28 N -5.8394 1.5718 0.6884  0.01
29 C -4.7155 1.4383 1.3423  -0.44
30 N -3.6814 1.4126 1.8811  0.10
31 C -1.0278 1.5601 5.1058  -0.21
32 N -0.0317 2.1427 4.2117  -0.16
33 C 1.2737 1.5837 4.5372  -0.21
34 N 1.3311 0.1227 4.5101  -0.16
35 C 0.2889 -0.3857 5.3931  -0.22
36 N -1.0555 0.0965 5.0998  -0.16
37 C -1.5243 -0.3960 3.7943  -0.36
38 P -0.4589 0.0819 2.3406  0.98
39 C -0.3810 1.8857 2.8049  -0.35
40 C 1.1620 -0.3828 3.1399  -0.35
41 H -2.0142 1.9287 4.8198  0.12
42 H -0.8020 1.8881 6.1261  0.11
43 H 1.5381 1.9077 5.5498  0.12
44 H 2.0136 1.9783 3.8377  0.12
45 H 0.5400 -0.0830 6.4157  0.12
46 H 0.2985 -1.4799 5.3496  0.11
47 H -2.5257 -0.0066 3.6032  0.05
48 H -1.5963 -1.4872 3.8283  0.04
49 H -1.3564 2.3223 2.5877  0.05
50 H 0.3617 2.3688 2.1624  0.06
51 H 1.9690 0.0037 2.5108  0.05
52 H 1.2673 -1.4720 3.1513  0.06
53 N -0.6375 -4.3526 4.0404  0.10
54 N -0.0711 -4.0251 2.8192  -0.32
55 N -0.6626 -3.2642 1.9136  0.11
56 C 0.2416 -3.2426 0.9512  -0.21
57 N 1.3363 -3.9721 1.2826  0.01
58 N 1.1200 -4.4570 2.4705  0.03
59 H -1.5540 -4.7431 3.8510  0.09
60 H -0.7752 -3.4885 4.5563  0.06
61 H 0.1072 -2.6818 0.0351  0.06
62 F -0.2428 4.4546 -9.4724  0.12
63 C -0.8419 3.3371 -8.9926  -0.58
64 F -0.5721 2.3666 -9.8985  0.12
65 F -2.1686 3.5582 -9.0551  0.12
66 C -0.3717 2.9839 -7.6221  -0.15
67 C 0.9761 2.6926 -7.4298  -0.03
68 C 1.4405 2.3540 -6.1760  -0.02
69 C 0.5699 2.2968 -5.0764  -0.26
70 C -0.7793 2.6049 -5.2874  -0.03
71 C -1.2467 2.9410 -6.5464  -0.02
72 C 1.0449 1.9204 -3.7864  -0.19
73 C 1.4457 1.5537 -2.6960  -0.17
74 H 1.6587 2.7271 -8.2705  0.12
75 H 2.4847 2.1205 -6.0181  0.12
76 H -1.4580 2.5697 -4.4455  0.11
77 H -2.2941 3.1687 -6.6913  0.11


Record 3
# C26H33GaNOSi2

A structure of composition C26H33GaNOSi2 in a non-equilibrium geometry (wB97M-V/def2-TZVPD, the OMol25 dataset).

Summary:
Kohn-Sham gap = 6.807 eV
Charge = -1

Last column: Löwdin charge in e.
Atoms and positions in Å:
1 Ga -0.2045 -0.5206 0.0684  0.22
2 C -2.9172 1.9162 -0.2118  -0.23
3 Si -1.1136 1.7183 0.4062  0.55
4 C -0.3269 3.4420 0.0897  -0.24
5 C -1.3259 1.6821 2.3256  -0.30
6 C -1.9887 2.7527 2.9355  -0.12
7 C -2.1933 2.8099 4.3048  -0.11
8 C -1.7249 1.7785 5.1079  -0.11
9 C -1.0651 0.7102 4.5216  -0.12
10 C -0.8561 0.6338 3.1402  -0.30
11 Si 0.0753 -0.8954 2.4440  0.56
12 C -0.7307 -2.4254 3.2663  -0.23
13 C 1.7905 -0.7594 3.2880  -0.22
14 H -3.4371 2.7512 0.2648  0.01
15 H -3.4677 0.9978 0.0056  0.02
16 H -2.9508 2.0712 -1.2945  0.01
17 H -0.9621 4.2406 0.4809  0.01
18 H -0.1803 3.6237 -0.9785  0.01
19 H 0.6482 3.5162 0.5781  0.01
20 H -2.3613 3.5681 2.3215  0.08
21 H -2.7155 3.6519 4.7464  0.09
22 H -1.8748 1.8067 6.1818  0.09
23 H -0.7008 -0.0913 5.1590  0.09
24 H -0.6744 -2.3973 4.3579  0.01
25 H -0.2373 -3.3419 2.9303  0.01
26 H -1.7819 -2.4935 2.9765  0.02
27 H 1.6959 -0.7532 4.3773  0.02
28 H 2.2965 0.1615 2.9856  0.02
29 H 2.4417 -1.5939 3.0115  0.01
30 C -1.4513 -3.3553 -1.9716  -0.07
31 C -2.1701 -2.0295 -1.7105  -0.56
32 C -2.0828 -1.1295 -2.9464  -0.06
33 O -1.6490 -1.3891 -0.6032  -0.29
34 H -1.8550 -3.8598 -2.8541  0.07
35 H -1.5548 -4.0123 -1.1058  0.07
36 H -0.3895 -3.1481 -2.1221  0.06
37 H -3.2328 -2.2412 -1.5086  0.13
38 H -1.0347 -0.8604 -3.1015  0.08
39 H -2.6521 -0.2125 -2.7830  0.06
40 H -2.4659 -1.6322 -3.8386  0.07
41 N 1.3260 -1.2602 -0.7625  0.06
42 C 2.5115 -1.6240 -0.5767  -0.35
43 C 2.9377 -3.0066 -0.9885  -0.17
44 C 2.0540 -4.0627 -0.7739  -0.03
45 C 2.3751 -5.3468 -1.1811  -0.09
46 C 3.5833 -5.5924 -1.8222  -0.11
47 C 4.4673 -4.5473 -2.0460  -0.10
48 C 4.1494 -3.2633 -1.6249  -0.05
49 C 3.5427 -0.7473 0.0695  -0.17
50 C 3.3942 0.6367 -0.0021  -0.04
51 C 4.2798 1.4802 0.6462  -0.09
52 C 5.3193 0.9493 1.4007  -0.11
53 C 5.4652 -0.4264 1.4954  -0.09
54 C 4.5887 -1.2701 0.8278  -0.05
55 H 1.1090 -3.8440 -0.2913  0.11
56 H 1.6811 -6.1602 -1.0068  0.10
57 H 3.8341 -6.5941 -2.1502  0.09
58 H 5.4095 -4.7326 -2.5485  0.09
59 H 4.8431 -2.4493 -1.8027  0.11
60 H 2.5550 1.0339 -0.5606  0.10
61 H 4.1622 2.5544 0.5707  0.10
62 H 6.0060 1.6049 1.9225  0.09
63 H 6.2657 -0.8452 2.0937  0.10
64 H 4.6989 -2.3442 0.9167  0.11


ΔE to the lowest compared entry with this formula, charge and spin, respectively: 0.0; 0.6; 38.3 kJ/mol.